[1]
DFT (ωB97M-V/def2-TZVPD) results for C5H8N2 in the gas phase.

Positions of all 15 atoms, in Å:
C1 1.56605 -0.45630 -0.93723
C2 0.45372 -0.30580 0.10131
C3 -0.34968 1.00704 -0.09384
N1 -1.66159 0.74553 0.50581
C4 -1.78914 0.44330 1.77846
C5 -0.39274 -1.50416 -0.01262
N2 -0.76988 -2.55232 -0.32336
H1 1.12194 -0.47176 -1.93408
H2 2.24144 0.39514 -0.85634
H3 2.13321 -1.37786 -0.77487
H4 0.92297 -0.32600 1.09466
H5 -0.48327 1.26884 -1.14531
H6 0.13351 1.84183 0.42712
H7 -2.29981 0.25575 -0.11449
H8 -0.92356 0.96216 2.25896

The calculation puts the LUMO energy at 0.026 Ha. For the HOMO-LUMO gap, the calculation gives 9.3 eV.

=====

[2]
DFT (ωB97M-V/def2-TZVPD) results for C27H37AsBr2MnNO2PS4 as an isolated structure.

Positions of all 76 atoms, in Å:
Mn1 -1.95954 0.78601 -0.96235
S1 -5.52031 -1.51507 -1.49994
As1 -4.33788 -0.18159 -2.61755
S2 -2.17721 -0.77823 -2.53741
S3 -3.93350 1.72140 -1.53768
S4 -5.05892 0.08202 -4.56781
Br1 -2.68313 2.68290 3.51181
C1 -1.70494 3.50709 2.11450
C2 -1.16074 4.77700 2.30219
C3 -0.43172 5.36957 1.30502
Br2 0.27510 7.11321 1.61549
C4 -0.20859 4.72273 0.07241
C5 0.55549 5.23375 -0.99836
C6 0.71440 4.48086 -2.12920
C7 0.10879 3.21868 -2.21370
N1 -0.61723 2.71437 -1.24527
C8 -0.78064 3.43906 -0.11046
C9 -1.55362 2.80085 0.92364
O1 -2.03894 1.62421 0.71624
H1 -1.31955 5.28441 3.24320
H2 1.00607 6.21324 -0.91560
H3 1.30143 4.84465 -2.96139
H4 0.22220 2.60236 -3.09848
O2 -0.03326 -0.11773 -0.44411
P1 0.64897 -1.32507 0.12822
C10 1.71438 -0.98182 1.60762
C11 2.67007 0.21315 1.42654
C12 1.96207 1.56206 1.55661
C13 1.26123 1.67474 2.90795
C14 0.25730 0.53251 3.05303
C15 0.96254 -0.81991 2.93776
C16 1.75488 -2.22033 -1.06313
C17 3.23640 -1.81625 -1.08630
C18 3.49981 -0.52530 -1.86030
C19 3.00283 -0.66350 -3.29537
C20 1.50536 -0.94708 -3.27315
C21 1.18877 -2.22617 -2.49476
C22 -0.57504 -2.57934 0.72680
C23 -1.74537 -1.85944 1.45483
C24 -3.10510 -2.17099 0.83299
C25 -3.37453 -3.67360 0.79823
C26 -2.15547 -4.46058 0.26499
C27 -1.10684 -3.53334 -0.35345
H5 2.31378 -1.90074 1.67020
H6 3.18463 0.16650 0.46870
H7 3.43556 0.14202 2.20787
H8 1.22151 1.65542 0.76094
H9 2.68778 2.37029 1.42827
H10 0.75400 2.63805 2.99485
H11 2.00301 1.61590 3.71379
H12 -0.48581 0.61956 2.25833
H13 -0.27506 0.59598 4.00379
H14 0.25312 -1.63439 3.09424
H15 1.71176 -0.88921 3.73525
H16 1.71505 -3.24180 -0.66552
H17 3.78045 -2.62570 -1.58600
H18 3.63935 -1.75146 -0.07310
H19 4.56843 -0.29492 -1.83603
H20 2.96351 0.30772 -1.39493
H21 3.53079 -1.48531 -3.79271
H22 3.21009 0.24940 -3.85888
H23 1.10736 -1.04452 -4.28414
H24 0.98626 -0.10924 -2.80611
H25 1.63216 -3.07913 -3.02102
H26 0.11027 -2.36992 -2.49162
H27 -0.01822 -3.18988 1.44911
H28 -1.61161 -0.77823 1.42735
H29 -1.75841 -2.14947 2.50978
H30 -3.15791 -1.76521 -0.17952
H31 -3.88784 -1.66534 1.39913
H32 -4.25093 -3.85357 0.17422
H33 -3.61932 -4.01875 1.80725
H34 -2.46935 -5.18930 -0.48419
H35 -1.68118 -5.02128 1.07769
H36 -1.56303 -2.97336 -1.17123
H37 -0.29625 -4.13563 -0.77006

The total charge is -1. Its spin multiplicity is 5. The calculation puts the LUMO energy (alpha / beta) at 0.058 / 0.064 Ha. For the HOMO-LUMO gap (alpha / beta), the calculation gives 5.5 / 5.7 eV.

=====

[3]
DFT (ωB97M-V/def2-TZVPD) results for C3H10N2 as an isolated structure.

Positions of all 15 atoms, in Å:
C1 1.58913 0.25740 0.62276
C2 -0.36741 -1.51788 0.86170
C3 -1.05723 1.08205 -1.49564
N1 -0.00619 -0.47862 -0.10619
N2 -1.08501 0.44890 -0.18700
H1 -0.03299 0.72547 0.46490
H2 -0.75492 -1.10699 1.79946
H3 -1.15250 -2.11800 0.39555
H4 2.25354 -0.58926 0.48627
H5 1.46622 0.50898 1.67837
H6 1.88465 1.10383 0.00596
H7 0.48996 -2.16409 1.04938
H8 -2.07031 1.42670 -1.71566
H9 -0.75038 0.45144 -2.33810
H10 -0.40654 1.97007 -1.52175

The calculation puts the LUMO energy at 0.036 Ha. For the HOMO-LUMO gap, the calculation gives 8.9 eV.

=====

[4]
DFT (ωB97M-V/def2-TZVPD) results for C3H4N2O as an isolated structure.

Positions of all 10 atoms, in Å:
C1 0.06530 -1.35045 1.06771
C2 0.22082 -0.31279 0.00714
N1 0.92761 -0.10676 -0.98620
O1 0.81712 0.93264 -1.73966
C3 -0.52658 1.80360 -0.91610
N2 -0.89846 1.17170 0.05466
H1 0.79353 -2.16970 1.01172
H2 0.16960 -0.87014 2.04207
H3 -0.93568 -1.78208 1.00207
H4 -0.63327 2.68399 -1.54341

The calculation puts the LUMO energy at 0.037 Ha. For the HOMO-LUMO gap, the calculation gives 10.9 eV.

=====

[5]
DFT (ωB97M-V/def2-TZVPD) results for C2HN3O2S as an isolated structure.

Positions of all 9 atoms, in Å:
C1 -0.75220 0.10328 2.64849
C2 1.22494 -0.54817 -0.80917
N1 -1.42169 0.89948 -2.73436
N2 -0.82309 0.70629 -1.79585
N3 -0.33027 0.64023 -0.73306
O1 -0.28686 -0.68116 1.95898
O2 -1.20831 0.88166 3.35119
S1 2.43190 -1.31612 -0.01006
H1 1.16559 -0.68549 -1.87615

The calculation puts the LUMO energy (alpha / beta) at -0.050 / -0.050 Ha. For the HOMO-LUMO gap (alpha / beta), the calculation gives 8.2 / 8.2 eV.

=====

[6]
DFT (ωB97M-V/def2-TZVPD) results for an isolated ion of composition C5H11NOS and charge -2.

Positions of all 19 atoms, in Å:
C1 0.80243 0.39980 0.16985
C2 1.71711 0.32409 1.40849
S1 2.37471 1.95185 1.99378
C3 -0.68665 0.28888 0.48681
N1 -1.29737 -1.05985 0.45885
C4 -2.04358 -1.40933 -0.76963
C5 -1.57326 -0.93963 -2.18408
O1 -1.84493 -1.88825 -3.16012
H1 1.08137 -0.34385 -0.57885
H2 0.97573 1.39203 -0.24928
H3 1.23837 -0.16732 2.25737
H4 2.59034 -0.30603 1.20015
H5 -0.90075 0.74315 1.45935
H6 -1.25322 0.88667 -0.23130
H7 -0.54569 -1.73856 0.52312
H8 -3.07296 -1.02886 -0.67033
H9 -2.21200 -2.48776 -0.76284
H10 -0.48821 -0.74788 -2.18310
H11 -2.19913 -0.04706 -2.40183

The total charge is -2. As for the structure (SMILES): [O-]CCNCCC[S-]. The calculation puts the LUMO energy at 0.217 Ha. For the HOMO-LUMO gap, the calculation gives 5.7 eV.

=====

Values of energy above the lowest of the compared OMol25 structures with the same formula, charge and spin, in order: 3.158; 0.395; 5.881; 4.102; 3.377; 0.411, all in eV.
Values of total energy, in order: -304.71945; -11725.49270; -229.59313; -301.33650; -789.60785; -725.19503, all in Ha.
Values of molar mass, in order: 96.1; 856.5; 74.1; 84.1; 131.1; 133.2, all in g/mol.